45
Properties=species:S:1:pos:R:3 method="wB97M-V/def2-TZVPD" smiles="N#Cc1ccc(-c2ccc3c(c2)OCO3)nc1SCC(=O)OCc1ccccc1" homo_energy_ev=-8.366 energy_ev=-45078.843 lumo_energy_ev=-0.369 spin_multiplicity=1 homo_lumo_gap_ev=8.0
N -5.509 -2.312 1.255
C -4.392 -2.219 1.008
C -3.015 -2.123 0.729
C -2.088 -2.935 1.379
C -0.744 -2.802 1.089
C -0.346 -1.854 0.141
C 1.058 -1.646 -0.224
C 1.366 -1.145 -1.487
C 2.675 -0.924 -1.897
C 3.669 -1.216 -0.994
C 3.372 -1.711 0.280
C 2.084 -1.935 0.690
O 4.536 -1.898 0.974
C 5.576 -1.513 0.101
O 5.021 -1.087 -1.126
N -1.237 -1.090 -0.491
C -2.519 -1.202 -0.217
S -3.646 -0.177 -1.081
C -2.497 0.900 -1.980
C -2.020 2.081 -1.160
O -1.632 3.107 -1.648
O -2.071 1.829 0.144
C -1.575 2.849 1.008
C -0.073 2.965 0.957
C 0.708 1.850 0.687
C 2.087 1.958 0.642
C 2.695 3.179 0.875
C 1.920 4.293 1.149
C 0.541 4.189 1.186
H -2.432 -3.660 2.103
H -0.019 -3.436 1.570
H 0.557 -0.932 -2.167
H 2.905 -0.539 -2.876
H 1.882 -2.289 1.686
H 6.247 -2.368 -0.075
H 6.150 -0.688 0.551
H -3.001 1.253 -2.879
H -1.632 0.291 -2.246
H -2.034 3.806 0.736
H -1.909 2.554 2.007
H 0.236 0.897 0.500
H 2.681 1.084 0.422
H 3.771 3.264 0.839
H 2.390 5.249 1.327
H -0.063 5.061 1.389